No. 1
Below is an isolated molecule of C17H22ClNO2S, with properties calculated with ωB97M-V/def2-TZVPD.

Geometry as XYZ:
```
44
Properties=species:S:1:pos:R:3:nbo_charge:R:1
Cl 5.61431 -1.76682 0.85084 0.01
S -0.10261 1.45207 -0.82706 2.30
O 0.33929 2.39418 -1.81322 -0.94
O -0.78482 0.27140 -1.28284 -0.94
N -1.05006 2.30650 0.26163 -0.87
C 2.23892 0.05980 -0.36990 0.05
C 3.44527 0.17978 1.75509 -0.16
C -8.17432 -2.85440 0.35182 -0.60
C -6.27988 -1.20792 0.64504 -0.39
C 2.13173 -0.43172 -1.68587 -0.20
C -7.29721 -1.80552 -0.32305 -0.39
C 1.29660 0.95362 0.18118 -0.32
C -4.26472 0.31218 0.88486 -0.39
C 4.26952 -1.24675 -0.10372 0.00
C 3.06324 -1.30566 -2.17287 -0.19
C 4.13957 -1.72416 -1.37960 -0.22
C 1.43337 1.45266 1.44275 -0.19
C -5.36898 -0.19260 -0.04070 -0.38
C 2.52098 1.06314 2.23773 -0.20
C -3.29543 1.23149 0.14481 -0.42
C 3.33512 -0.33892 0.44859 -0.12
C -2.05550 1.54625 0.98089 -0.22
H -4.70574 0.83802 1.73627 0.19
H -1.56823 0.61639 1.28074 0.21
H -8.73611 -2.41533 1.17410 0.20
H -3.71002 -0.54497 1.27337 0.20
H -3.79692 2.16333 -0.12953 0.19
H 2.61725 1.46097 3.23583 0.22
H -7.92696 -1.01012 -0.72985 0.19
H 1.30067 -0.11054 -2.28925 0.24
H -4.90796 -0.66328 -0.91118 0.20
H -2.32420 2.10476 1.88408 0.20
H -6.80416 -0.72690 1.47362 0.19
H -8.87901 -3.28098 -0.35787 0.21
H 4.27849 -0.12616 2.36682 0.23
H -5.96432 0.65106 -0.39973 0.19
H 2.98124 -1.68638 -3.17861 0.22
H -5.66934 -2.01138 1.06352 0.19
H -6.76622 -2.26501 -1.16120 0.19
H 0.69960 2.14732 1.82008 0.24
H -7.56554 -3.66250 0.75297 0.20
H 4.86659 -2.41678 -1.77445 0.23
H -2.96354 0.73930 -0.77076 0.23
H -1.40675 3.13882 -0.18389 0.41
```

Computed properties:
molecular weight = 339.9 Da
SMILES string = CCCCCCCNS(=O)(=O)c1cccc2c(Cl)cccc12
LUMO energy = -0.1 eV
HOMO level = -8.64 eV
net charge = 0
2S+1 = 1
HOMO-LUMO gap = 8.56 eV
relative energy (zero: lowest compared OMol25 entry of this formula, charge and spin) = 16.8 kJ/mol

***

No. 2
Below is an isolated molecule of C17H22F2N4O4S, with properties calculated with ωB97M-V/def2-TZVPD.

Geometry as XYZ:
```
50
Properties=species:S:1:pos:R:3:nbo_charge:R:1
S 2.06738 1.73098 2.30782 2.12
F -0.68188 -3.45558 -6.01702 -0.33
F -2.59364 -3.52250 -4.70292 -0.33
O 0.61321 -1.94415 3.40300 -0.63
O -1.43405 0.02327 -1.84133 -0.51
O 2.23755 0.49196 1.51894 -0.94
O 3.15151 2.71383 2.04343 -0.93
N -0.35951 -2.44936 -3.05297 -0.41
N -0.74126 -0.14042 3.11731 -0.48
N -0.85915 -0.74562 0.33022 -0.48
N -0.37834 0.41738 4.37958 -0.47
C 0.45002 1.99134 -2.93109 -0.42
C -0.88999 -0.94653 -1.04042 0.47
C -0.50948 -3.77546 -3.66501 -0.26
C 1.07161 1.93762 -1.52531 -0.43
C 0.22506 -3.07120 -0.76202 -0.22
C -1.29201 -3.16278 -4.81086 0.68
C 0.44729 2.43435 2.05863 -0.69
C -0.11150 2.75557 3.46511 -0.42
C -0.23630 -1.58756 1.16913 0.08
C -1.60533 1.35531 -1.31622 -0.06
C -0.40465 2.29380 -1.67860 -0.26
C -0.06966 -1.25967 2.60847 0.63
C -1.04373 -1.77832 -4.18370 -0.26
C 1.88878 1.37332 4.04323 -0.71
C -0.35301 -2.13307 -1.63037 0.12
C 0.30994 -2.78692 0.60800 -0.18
C 0.42653 1.67313 4.41647 -0.05
H 0.70832 -3.96123 -1.14193 0.23
H -1.04277 -4.49353 -3.07200 0.20
H 2.15279 0.31671 4.23002 0.28
H -0.19845 1.77188 1.54020 0.26
H 1.28447 0.99971 -1.02745 0.24
H -2.52319 1.73776 -1.72915 0.19
H 0.74452 -3.50928 1.28514 0.24
H -1.21011 2.79816 3.54858 0.24
H 1.69148 2.73905 -1.14353 0.22
H 0.41963 -4.22456 -3.95900 0.20
H -1.38629 0.26377 2.46337 0.41
H 0.26398 3.75265 3.77819 0.23
H 2.58772 2.08017 4.54884 0.26
H -0.63323 3.35701 -1.45514 0.21
H -1.75333 1.37825 -0.21678 0.19
H 0.69112 2.80284 -3.63268 0.22
H 0.01880 -0.30240 4.96337 0.39
H 0.39080 2.07155 5.44187 0.23
H 0.24669 1.04971 -3.39551 0.22
H -0.35800 -1.16282 -4.78906 0.21
H 0.54603 3.35165 1.42572 0.26
H -1.96637 -1.24978 -3.97456 0.22
```

Computed properties:
molecular weight = 416.4 Da
SMILES string = O=C(NN[C@@H]1CCS(=O)(=O)C1)c1ccc(N2CC(F)(F)C2)c(OCC2CC2)n1
LUMO energy = 0.2 eV
HOMO level = -8.17 eV
net charge = 0
2S+1 = 1
HOMO-LUMO gap = 8.38 eV

***

No. 3
Below is a structure of composition C17H22FeNOS5, with properties calculated with ωB97M-V/def2-TZVPD.

Geometry as XYZ:
```
47
Properties=species:S:1:pos:R:3:lowdin_spin:R:1
Fe -0.15640 0.18043 0.90373 3.53
S -2.03250 -0.98513 3.76051 0.04
S -1.21255 0.67179 2.98855 0.10
S 0.88449 0.60801 2.88138 0.11
S 1.19009 -2.33101 -0.93020 0.01
S 0.13043 -2.36871 0.79921 0.04
O -1.02807 1.33628 -0.32680 0.10
N 3.38006 -1.08145 -1.63302 0.00
C 3.05616 -1.09245 0.70921 0.01
C -4.14208 1.98592 -2.11276 0.00
C -1.04636 4.34068 -0.24634 0.00
C -3.18448 4.04550 -1.43158 0.00
C 4.22644 -0.41243 0.85662 0.01
C 2.61781 -1.44804 -0.57874 0.01
C 4.52604 -0.38746 -1.50792 0.01
C 4.97775 -0.04152 -0.27662 0.00
C -3.41757 -0.85346 -0.22703 0.00
C -4.20558 3.37110 -2.07098 0.01
C -2.04652 1.97709 -0.86907 0.01
C -1.93178 -0.83691 -2.29749 0.00
C 0.00723 3.76258 0.69579 0.00
C -3.15991 -0.23642 -1.60769 0.00
C -2.09959 3.39456 -0.84069 0.01
C -0.33141 5.08121 -1.38798 0.00
C -3.09926 1.27953 -1.52850 0.01
H -1.03733 5.59299 -2.04457 0.00
H -4.02596 -0.47926 -2.23037 0.00
H -3.22098 5.13157 -1.37946 0.00
H 0.65350 3.05579 0.18002 0.00
H -2.62029 -0.62818 0.47504 0.00
H -3.49790 -1.94396 -0.29100 0.00
H 0.23814 4.36758 -1.99167 0.00
H 3.04837 -1.34165 -2.55264 0.00
H -0.44500 3.25181 1.54249 0.00
H 5.03287 -0.13296 -2.42712 0.00
H -2.01877 -1.92810 -2.35517 0.00
H -4.34085 -0.45692 0.19817 0.00
H 4.56598 -0.15325 1.85108 0.00
H 0.36386 5.82451 -0.98378 0.00
H 0.62806 4.57743 1.08535 0.00
H 5.90079 0.51199 -0.18521 0.00
H -1.02609 -0.59287 -1.74713 0.00
H -1.83197 -0.44162 -3.31373 0.00
H -4.92924 1.42751 -2.61115 0.00
H -1.61049 5.08199 0.32737 0.00
H -5.02965 3.90994 -2.52727 0.00
H 2.45618 -1.38754 1.56278 0.00
```

Computed properties:
molecular weight = 472.5 Da
LUMO energy (spin up / spin down) = 1.3 / 1.3 eV
HOMO level (spin up / spin down) = -2.60 / -3.03 eV
net charge = -1
2S+1 = 5
HOMO-LUMO gap (spin up / spin down) = 3.88 / 4.33 eV
relative energy (zero: lowest compared OMol25 entry of this formula, charge and spin) = 219.9 kJ/mol
⟨S²⟩ = 6.030

***

No. 4
Below is an isolated molecule of C17H22N2O, with properties calculated with ωB97M-V/def2-TZVPD.

Geometry as XYZ:
```
42
Properties=species:S:1:pos:R:3:nbo_charge:R:1
O -0.31579 -3.18278 1.09580 -0.72
N -2.29643 -1.03392 -0.48851 -0.45
N -2.29379 1.81996 -0.02711 -0.44
C -2.31141 1.24409 -1.35334 -0.22
C 0.50710 1.28768 1.77780 -0.23
C 4.47957 -0.70545 -0.10546 -0.21
C -1.66649 -0.14616 -1.44886 -0.25
C 2.19639 0.88067 -0.40616 0.01
C 1.02723 1.65898 -0.53044 -0.21
C -2.15757 -0.51294 0.85831 -0.26
C 1.63443 0.53243 1.93545 -0.17
C -0.46733 -2.80495 -0.25293 -0.09
C -1.12751 2.59735 0.35544 -0.23
C -1.91698 -2.42522 -0.62960 -0.24
C 4.18052 -0.12098 -1.34636 -0.21
C 0.17388 1.84694 0.52661 -0.04
C 3.06519 0.65466 -1.49433 -0.20
C 3.65947 -0.50271 0.96890 -0.17
C -2.81259 0.87363 0.93391 -0.22
C 2.50174 0.29270 0.84908 -0.10
H 3.88406 -0.95095 1.92627 0.21
H -1.10009 -0.42786 1.16243 0.17
H -2.67360 -1.18956 1.54549 0.20
H -1.83540 -0.54984 -2.45044 0.20
H -1.82264 1.92817 -2.04908 0.20
H -2.70409 1.28354 1.93972 0.20
H -0.16399 -3.68368 -0.82565 0.18
H -0.57937 -0.06393 -1.28946 0.17
H 0.21845 -1.98251 -0.50173 0.16
H -1.38177 3.09860 1.29517 0.20
H -1.00088 3.36611 -0.41355 0.20
H -2.59236 -3.01961 -0.00564 0.20
H -2.09222 -2.69770 -1.67312 0.20
H 1.87701 0.10308 2.89758 0.21
H -3.88066 0.75444 0.71937 0.20
H -0.14769 1.46596 2.62010 0.21
H 0.80518 2.10306 -1.49192 0.21
H 2.82906 1.10417 -2.44877 0.21
H 4.84040 -0.29147 -2.18451 0.21
H -3.36442 1.14748 -1.64183 0.20
H -0.53889 -2.43416 1.65951 0.46
H 5.36432 -1.31732 -0.00816 0.21
```

Computed properties:
molecular weight = 270.4 Da
SMILES string = OCCN1CCN(Cc2ccc3ccccc3c2)CC1
LUMO energy = 0.5 eV
HOMO level = -7.90 eV
net charge = 0
2S+1 = 1
HOMO-LUMO gap = 8.39 eV
relative energy (zero: lowest compared OMol25 entry of this formula, charge and spin) = 197.7 kJ/mol

***

no.,total energy (eV)
1,-46929.0580
2,-48402.9713
3,-110089.8595
4,-23013.3803